Record 1
208
Properties=species:S:1:pos:R:3:forces:R:3 method="wB97M-V/def2-TZVPD" relative_energy_kcal_mol=1373.64 spin_multiplicity=1 lumo_energy_ha=0.0062 homo_lumo_gap_ha=0.252
C -1.145041 3.546437 -0.722411 -1.72 -5.04 2.69
O -0.207234 2.527606 -1.184359 -0.69 0.82 0.94
C -0.951901 1.435991 -1.686945 -1.18 0.15 -1.63
C -0.066049 0.451194 -2.447395 0.17 0.86 -0.18
N 0.922167 -0.190178 -1.546701 -4.75 3.48 -0.92
C 0.227016 -0.958238 -0.450227 0.87 -1.31 -1.51
C -0.489718 -2.136611 -1.101994 1.15 5.26 4.58
O -1.016484 -3.131048 -0.135051 7.91 5.52 1.04
C -0.099303 -3.999338 0.479076 3.64 0.61 -1.47
H -0.690128 4.404599 -0.227735 -1.84 -7.62 6.70
H -1.852457 3.129528 -0.005576 1.80 -1.32 -0.44
H -1.803194 3.973697 -1.478959 1.83 -1.14 1.28
H -1.667241 1.883375 -2.377057 1.85 -0.60 1.13
H -1.670452 0.964530 -1.016494 0.82 0.15 0.88
H 0.439655 1.052763 -3.202704 0.21 0.14 0.22
H -0.546088 -0.204463 -3.173882 -0.69 -0.62 0.80
H 1.337557 0.642099 -1.153180 0.28 -0.10 0.85
H -0.291894 -0.481848 0.381567 1.09 1.20 -2.16
H 1.191993 -1.334436 -0.110531 -3.00 -0.76 1.57
H 0.194722 -2.725009 -1.713077 3.07 3.94 1.13
H -1.284855 -1.705964 -1.710609 -0.35 -0.86 -0.12
H -0.567063 -4.728675 1.140408 -0.01 0.79 -3.03
H 0.562818 -3.355767 1.058314 -0.25 0.12 -0.43
H 0.704232 -4.504524 -0.056839 -1.18 -0.13 -1.42
C 1.212921 -4.859747 -2.936183 -0.99 -2.19 -0.39
O -0.023957 -5.157457 -2.209811 2.30 -2.43 -0.85
C -0.913491 -4.161224 -2.063644 -4.48 -1.36 -2.00
C -2.034205 -4.481953 -1.052995 -2.93 -3.12 -2.35
N -3.238799 -4.879816 -1.732860 0.55 -1.11 -1.35
C -4.325435 -5.097663 -0.850911 -0.65 -0.84 -1.66
C -5.495395 -5.810773 -1.581207 -0.13 -0.09 0.75
O -5.097504 -6.694000 -2.597439 0.33 -1.86 -0.59
C -6.241887 -7.366108 -3.179775 -0.34 1.75 0.15
H 1.607991 -5.785274 -3.355021 -0.42 -0.45 0.04
H 1.887860 -4.563646 -2.133132 -0.17 -0.75 -2.12
H 1.103953 -4.219403 -3.811494 -0.45 0.32 0.18
H -1.438660 -4.008898 -3.006555 -0.36 0.13 -0.92
H -0.556953 -3.168626 -1.788478 -2.86 -7.47 -4.31
H -2.266697 -3.662996 -0.372313 -2.97 -2.28 -2.03
H -1.653861 -5.240729 -0.369119 -0.14 -0.81 -0.19
H -3.087105 -5.636476 -2.384437 -0.20 -0.36 0.12
H -4.694893 -4.108463 -0.580597 -0.08 -0.25 0.92
H -3.998700 -5.740596 -0.033611 -0.28 0.20 0.68
H -6.246188 -5.154654 -2.021575 0.01 0.60 0.10
H -5.975435 -6.350934 -0.765180 -0.55 -0.29 -0.05
H -6.833713 -7.970183 -2.492089 0.21 0.12 0.47
H -6.142033 -7.964301 -4.085486 1.32 0.03 0.19
H -6.826932 -6.508339 -3.511517 -0.85 -0.17 -0.07
C 1.801005 -8.239520 -1.466462 0.02 -0.03 -0.03
O 2.982169 -7.463161 -1.393105 0.78 0.79 -0.01
C 3.692203 -7.730573 -0.179871 0.51 -1.85 1.07
C 4.919015 -6.802199 0.271210 -3.08 0.92 -2.22
N 4.421836 -5.486538 -0.248126 2.05 0.46 -0.46
C 3.407927 -4.870923 0.507299 -1.02 2.21 1.15
C 3.005753 -3.397108 -0.014114 1.31 -4.72 1.38
O 2.184346 -3.611052 -1.155476 2.19 3.95 2.36
C 2.198306 -2.401805 -1.930105 -1.25 -3.35 -3.54
H 1.333042 -8.185672 -2.449414 0.45 0.32 -0.14
H 1.042674 -7.877107 -0.772425 0.03 -0.06 0.35
H 2.048575 -9.285175 -1.283633 -0.15 -0.19 0.19
H 3.951377 -8.788606 -0.218489 0.56 -0.27 -0.08
H 2.960678 -7.745781 0.628053 -0.14 0.51 0.30
H 5.901144 -6.972964 -0.169639 -0.27 -0.46 -0.09
H 4.983710 -6.795332 1.359266 -0.05 -0.02 -0.09
H 3.921701 -5.662810 -1.107717 0.66 -0.32 -0.60
H 3.735932 -4.626938 1.517738 0.19 -0.41 0.36
H 2.580753 -5.578681 0.561715 -0.89 0.38 0.36
H 3.913340 -2.805482 -0.134004 0.24 -1.16 -0.59
H 2.534442 -2.844324 0.798532 0.50 -1.96 -2.66
H 1.649681 -1.586789 -1.458022 -0.92 -5.32 -4.55
H 1.658308 -2.618537 -2.851794 -0.13 -0.40 -0.32
H 3.227405 -2.249552 -2.255476 -0.28 0.52 0.13
C -0.369281 -4.208488 2.647411 -1.23 0.66 5.94
C -0.460317 -4.129668 4.246440 0.49 -0.38 -0.25
C -1.385500 -2.989327 4.787729 -0.99 -2.06 -0.39
O -2.742734 -3.451487 4.631567 -1.50 2.68 -0.79
C -3.714315 -2.317823 4.589572 -0.76 -1.37 0.84
N -0.811156 -5.469873 4.790557 0.35 1.81 0.44
H -0.645516 -3.249633 2.208792 -0.19 -1.29 1.28
H -1.059583 -4.980196 2.306776 -0.37 -0.14 1.28
H 0.647380 -4.438773 2.328876 -0.06 -0.37 1.04
H 0.555426 -3.884313 4.556536 0.06 0.10 0.25
H -1.147613 -2.174149 4.104366 -2.59 -0.37 2.04
H -1.255670 -2.726615 5.837604 0.48 -0.08 0.13
H -3.658979 -1.393315 4.014834 1.70 -0.23 -0.60
H -3.967072 -1.943707 5.581671 0.49 -0.27 0.51
H -4.680654 -2.671492 4.230116 0.15 -0.82 -0.05
H -1.818937 -5.434719 4.733803 -0.22 -1.05 -0.22
H -0.358082 -6.130611 4.175542 -0.59 -0.42 0.03
C 4.253868 -0.007781 -1.790459 -0.15 0.33 -1.61
C 3.901254 -0.187898 -0.393174 0.23 0.55 1.19
C 3.491591 1.196816 0.129830 -0.47 -2.60 1.81
O 3.041059 0.878156 1.517815 14.68 9.65 -0.14
C 2.601988 2.039042 2.188793 0.53 -0.80 1.18
N 2.856850 -1.220451 -0.351875 4.28 5.63 3.69
H 4.943423 0.833411 -1.861383 0.68 -0.43 -0.45
H 3.383069 0.360802 -2.332632 0.38 -1.16 1.07
H 4.498929 -0.941842 -2.296010 0.88 0.34 0.06
H 4.806187 -0.424894 0.166325 0.02 -0.74 0.37
H 2.681315 1.692041 -0.405245 0.33 -1.42 1.01
H 4.210646 2.015967 0.121755 0.63 -0.40 0.35
H 2.363963 1.799519 3.225167 0.18 -0.32 0.09
H 1.661843 2.410508 1.781047 1.04 -1.52 -0.11
H 3.435789 2.740551 2.216301 -0.34 0.41 -0.33
H 2.374711 -1.101195 0.527571 0.67 0.30 0.43
H 2.167949 -0.955789 -1.041424 3.89 3.32 1.93
C -1.344282 7.565726 2.744654 -1.36 -0.36 0.75
C -1.549844 6.922838 1.418196 -2.77 -0.63 -2.67
C -2.518224 5.699422 1.437519 1.37 -0.40 1.14
O -2.761056 5.151212 0.082179 0.39 -3.02 9.47
C -3.451441 3.992323 0.082812 -4.47 -2.51 0.44
N -2.201007 7.782880 0.464802 0.23 2.64 1.31
H -2.279635 7.748783 3.273517 -0.33 0.44 -0.31
H -0.735733 8.463907 2.639513 -1.27 -0.85 -0.30
H -0.841700 6.849500 3.394678 -0.62 0.75 0.67
H -0.623827 6.633322 0.921455 -0.81 0.13 0.52
H -3.500209 5.899645 1.866147 0.08 0.28 0.07
H -1.955855 5.029784 2.088221 -0.53 -1.29 -0.17
H -3.581181 3.564005 -0.911067 0.01 0.78 0.29
H -4.470244 4.125275 0.446758 -0.30 0.49 0.27
H -3.092506 3.123113 0.633928 -0.13 0.62 0.89
H -3.029650 8.135579 0.922000 -0.31 0.37 -0.14
H -2.468445 7.272070 -0.364437 0.21 0.98 -0.32
C -0.099682 -1.326428 2.860191 6.25 0.96 3.99
C 1.305669 -0.826381 2.787551 0.33 -0.03 -1.41
C 2.384230 -1.929780 2.586132 0.44 -0.29 2.92
O 2.645982 -2.832343 3.769251 -1.46 1.59 -2.00
C 3.566267 -2.275467 4.669143 -0.19 -0.20 0.48
N 1.336543 -0.044533 1.516172 -8.45 -4.46 2.48
H -0.669407 -0.437976 3.132550 -0.23 -0.17 0.30
H -0.216546 -2.119800 3.598436 2.23 1.52 -1.73
H -0.590394 -1.594344 1.924497 5.95 -1.32 4.85
H 1.573969 -0.186829 3.628441 0.38 -0.02 0.58
H 3.386461 -1.523527 2.449819 -0.04 0.52 -0.56
H 2.204600 -2.592045 1.739236 -1.15 0.77 2.61
H 3.083197 -2.312265 5.645558 0.57 -0.68 0.40
H 3.810107 -1.214326 4.617867 -0.19 0.28 -0.92
H 4.484477 -2.842420 4.515700 0.25 0.04 0.82
H 0.741113 0.771132 1.531961 -0.53 -0.15 0.43
H 2.291089 0.278121 1.446494 -3.71 -3.20 -0.64
C 2.832892 1.879322 -3.290357 -0.77 3.05 -2.21
C 3.192130 3.120686 -2.428564 0.97 0.17 1.07
C 2.893696 4.507844 -3.044924 0.34 0.17 -1.12
O 2.969905 5.804636 -2.335713 0.76 -3.86 0.64
C 2.978609 6.824835 -3.267408 -0.26 1.00 0.87
N 2.499968 3.015129 -1.165664 -0.69 2.08 -2.17
H 1.870871 1.549847 -2.897836 1.05 -0.78 -0.26
H 3.636835 1.193201 -3.556872 -0.54 0.49 0.38
H 2.577117 2.244698 -4.284926 -0.40 0.39 -0.36
H 4.252691 2.972490 -2.225253 0.46 0.73 -0.02
H 1.868246 4.541473 -3.412931 0.05 -0.59 -0.62
H 3.647396 4.502978 -3.832335 -0.29 0.68 -0.67
H 3.702716 6.621062 -4.056237 -0.04 0.44 -0.14
H 3.217670 7.655430 -2.603291 0.42 0.58 -0.74
H 1.967851 7.029622 -3.620299 -0.11 -0.16 -0.60
H 1.603872 2.648592 -1.453355 -0.68 0.86 0.70
H 2.419886 3.953829 -0.801626 -0.77 -1.00 -0.27
C -2.669602 0.446064 1.857509 -1.11 -0.10 0.11
C -2.869585 -0.975142 1.310365 -2.36 2.02 -1.03
C -3.229291 -0.867798 -0.177393 -0.42 -0.28 -1.09
O -3.540548 -2.146449 -0.747333 -0.05 -0.03 0.63
C -4.021841 -2.260762 -2.098173 -1.16 1.96 0.58
N -1.667433 -1.655019 1.521521 -9.52 -0.45 -3.17
H -3.591460 1.013338 1.985859 -0.30 -0.05 -0.40
H -2.048206 0.985288 1.142521 0.56 0.31 0.52
H -2.310641 0.341396 2.881374 0.54 0.38 -0.33
H -3.774345 -1.345135 1.792658 0.32 -0.81 0.28
H -2.384353 -0.449568 -0.724431 0.09 -0.19 0.07
H -4.009872 -0.119077 -0.312370 -0.70 -0.06 -0.08
H -4.115758 -3.271059 -2.496385 1.12 0.10 0.58
H -3.456576 -1.585749 -2.740773 0.18 -0.09 -0.34
H -5.058497 -1.924379 -2.081390 -0.27 0.62 -0.15
H -1.619494 -2.418788 0.862389 -0.53 -0.21 0.37
H -0.945635 -1.054444 1.149461 -2.37 0.86 -1.39
C 0.928647 4.188602 1.175678 -1.00 -0.11 0.87
C 1.207327 5.648234 0.935217 1.09 -0.04 -1.00
C 1.054960 6.537700 2.125212 1.18 -0.97 2.18
O 1.381567 7.933916 1.971404 -0.51 -0.26 -0.64
C 1.231157 8.813907 3.091992 0.83 -0.39 0.17
N 2.618660 5.590827 0.538405 0.82 1.12 -0.41
H -0.017077 3.964682 1.669185 -0.33 0.20 0.12
H 1.656516 3.617963 1.752470 -0.27 2.77 -0.48
H 0.850327 3.715256 0.196948 0.43 -0.13 0.70
H 0.520623 5.945564 0.142669 0.97 0.29 0.25
H 1.720067 6.011905 2.810261 0.83 0.61 0.63
H 0.095839 6.362478 2.612528 1.54 -0.24 -0.96
H 1.779422 9.746488 2.958543 0.57 -0.40 -0.49
H 1.611770 8.292952 3.970534 -0.09 0.18 0.33
H 0.219695 9.179009 3.270193 0.57 -0.04 0.30
H 2.801896 5.019220 -0.273863 -0.19 0.41 0.65
H 2.920783 6.453153 0.108030 -0.04 0.75 0.46
C -0.384862 5.425268 -1.690880 2.11 5.05 -3.12
C -1.655696 5.734937 -2.526032 1.34 -0.31 -0.58
C -2.138881 4.474318 -3.401432 -0.85 2.06 0.21
O -2.814746 3.546777 -2.584115 -1.51 -1.77 -2.14
C -3.153749 2.332591 -3.236987 -0.87 0.31 -1.88
N -2.607382 6.350222 -1.608367 0.46 1.42 -6.69
H 0.143970 6.316290 -1.352456 -0.63 1.14 -0.74
H 0.437702 5.059011 -2.305167 -0.35 -0.89 -0.02
H -0.555189 4.857525 -0.776136 2.68 7.14 -7.54
H -1.328148 6.455626 -3.275305 -0.11 0.02 -0.41
H -1.392616 4.006555 -4.043603 0.54 -0.01 0.35
H -2.891840 4.892658 -4.069377 -0.11 0.05 -0.37
H -3.820486 1.695071 -2.656357 -0.23 0.49 0.22
H -2.297843 1.691785 -3.448888 -0.48 0.24 -0.87
H -3.547118 2.540354 -4.232072 -0.67 0.14 0.05
H -2.468041 5.820304 -0.759907 0.26 1.39 -2.46
H -3.568390 6.180678 -1.868763 -0.26 0.07 -0.32


Record 2
84
Properties=species:S:1:pos:R:3:forces:R:3 method="wB97M-V/def2-TZVPD" relative_energy_kcal_mol=19.44 charge=+2 spin_multiplicity=1 lumo_energy_ha=-0.2479 homo_lumo_gap_ha=0.253
W -0.107635 0.137982 -0.205473 0.35 -1.22 -1.06
C 1.409072 -2.343593 1.400399 0.05 -0.08 0.06
C 0.017137 -2.661265 1.906350 -0.03 0.05 0.04
N -0.872268 -1.503011 1.671483 -0.07 0.23 0.26
C -2.271379 -1.901176 1.465041 0.05 0.06 -0.07
C -2.445166 -2.550372 0.090501 -0.10 -0.07 0.04
S -1.294977 -1.981977 -1.199242 0.06 0.26 0.04
C -0.067383 -3.305213 -1.294188 0.04 -0.11 -0.02
C 1.316144 -2.729964 -1.061237 0.15 -0.10 0.01
N 1.348148 -1.755080 0.045972 0.03 0.20 0.08
H 2.033292 -3.241714 1.402636 -0.05 0.04 -0.02
H 1.886544 -1.615111 2.055763 -0.02 -0.03 -0.06
H 0.058643 -2.911383 2.969242 -0.01 -0.01 -0.04
H -0.404454 -3.530556 1.405511 0.02 0.02 -0.03
H -0.839409 -0.912103 2.500025 -0.01 -0.11 -0.08
H -2.892378 -1.009690 1.531381 0.03 -0.08 0.03
H -2.615368 -2.596756 2.237865 0.05 0.00 -0.06
H -3.444387 -2.351672 -0.293427 0.04 0.01 -0.01
H -2.322085 -3.632068 0.118406 -0.02 -0.01 0.02
H -0.124760 -3.727180 -2.297579 -0.01 0.00 0.02
H -0.333450 -4.092940 -0.595116 0.02 0.00 0.05
H 1.642166 -2.204896 -1.956540 0.00 0.02 0.02
H 2.027804 -3.541130 -0.876489 -0.03 0.07 -0.01
H 2.203624 -1.215422 -0.083166 -0.08 -0.04 0.07
O -3.937886 1.565000 -0.439822 0.12 -0.02 0.06
C -2.902401 1.195789 0.028172 -0.02 -0.22 -0.05
O -2.143510 0.206205 -0.469576 -0.33 0.47 -0.02
C -2.285771 1.755727 1.278631 -0.03 0.07 0.16
C -2.848799 2.654929 2.164422 0.12 -0.03 0.00
C -2.067118 3.093787 3.234186 0.04 -0.05 -0.05
C -0.758193 2.638924 3.383829 -0.10 -0.04 -0.09
C -0.282546 1.747540 2.438411 -0.05 0.03 0.11
N -1.044602 1.318843 1.445460 -0.09 0.12 0.08
C 1.080012 1.137040 2.361129 0.39 -0.24 -0.10
O 1.923402 1.179719 3.202341 -0.28 0.04 -0.20
O 1.233066 0.469273 1.186831 0.14 0.65 0.40
H -3.860458 3.000131 2.006372 -0.03 0.02 0.01
H -2.474462 3.800102 3.944064 -0.02 0.01 0.02
H -0.119130 2.961709 4.193359 0.01 0.01 0.01
C -1.966210 4.062049 -3.572150 0.02 -0.05 -0.03
N -1.535551 2.918088 -2.760063 -0.04 0.04 -0.04
C -1.963673 1.614638 -3.247716 0.08 -0.25 0.10
C -0.909866 3.095572 -1.620034 0.12 0.02 0.14
C -0.629800 4.498919 -1.161698 0.02 -0.11 -0.05
O -0.574342 2.145453 -0.843850 0.03 0.28 0.41
H -2.237644 3.684159 -4.553409 0.00 0.04 -0.01
H -1.159720 4.779849 -3.690845 0.00 0.01 0.00
H -2.836105 4.546312 -3.129385 -0.02 0.01 -0.01
H -3.051138 1.546061 -3.194421 0.01 -0.02 0.02
H -1.524752 0.819394 -2.644584 -0.13 0.22 -0.25
H -1.636850 1.510534 -4.279704 -0.01 -0.04 -0.01
H -1.541922 5.095183 -1.165616 -0.02 0.00 0.00
H 0.086571 4.981081 -1.827208 0.02 0.00 -0.01
H -0.216157 4.469204 -0.161030 0.03 -0.01 0.06
C 3.852816 1.284405 -0.691114 0.01 0.02 0.01
C 3.076465 2.549393 -1.048782 -0.01 0.00 -0.03
C 2.446156 3.256482 0.149560 -0.24 -0.06 0.08
C 2.178379 2.372819 -2.271239 0.10 0.25 -0.09
C 2.259122 3.399377 -3.211909 0.01 -0.07 0.05
C 1.721829 3.277472 -4.477467 -0.04 -0.07 0.00
C 1.231172 2.042876 -4.866602 0.07 -0.01 0.05
C 1.129980 0.974015 -3.980830 -0.04 0.11 -0.28
C 0.972394 -0.390843 -4.642491 0.00 0.04 0.01
C -0.117915 -1.326312 -4.153010 0.04 0.01 0.23
C 2.345138 -1.074869 -4.602123 0.00 0.00 0.00
C 1.442999 1.221270 -2.625778 -0.22 -0.37 0.44
N 0.948402 0.367598 -1.597374 -0.17 0.06 -0.12
H 4.641494 1.524057 0.021560 0.00 0.00 0.02
H 4.322568 0.858717 -1.578361 -0.01 -0.02 -0.01
H 3.225458 0.529293 -0.229280 -0.14 -0.11 0.10
H 3.837499 3.243622 -1.415097 0.01 -0.02 0.03
H 1.529273 2.772359 0.497365 0.18 0.08 -0.10
H 2.187766 4.282551 -0.109865 0.00 0.05 -0.03
H 3.155884 3.296377 0.975641 0.00 -0.02 0.04
H 2.810652 4.292770 -2.947233 0.01 0.04 0.01
H 1.789123 4.090101 -5.185814 0.00 0.05 -0.05
H 0.974502 1.874708 -5.903823 -0.02 0.01 -0.06
H 0.760517 -0.168520 -5.689249 -0.03 -0.07 -0.03
H -0.016144 -1.479319 -3.078794 0.04 0.02 -0.30
H -0.025535 -2.293227 -4.647623 0.01 -0.04 -0.03
H -1.122551 -0.957067 -4.349471 -0.04 0.09 0.03
H 2.677842 -1.227831 -3.574264 0.01 -0.04 0.08
H 3.102780 -0.465209 -5.091977 0.01 0.03 -0.01
H 2.311718 -2.041087 -5.104073 -0.01 -0.04 -0.02